No. 1
{"formula": "C24H36F2N2O4PSi", "method": "wB97M-V/def2-TZVPD", "species": ["C", "Si", "C", "C", "C", "C", "F", "F", "C", "C", "P", "N", "C", "O", "O", "C", "O", "C", "C", "C", "C", "C", "C", "H", "H", "H", "H", "H", "H", "H", "H", "H", "H", "H", "H", "H", "H", "H", "H", "H", "H", "C", "C", "C", "C", "C", "C", "N", "O", "C", "C", "C", "H", "H", "H", "H", "H", "H", "H", "H", "H", "H", "H", "H", "H", "H", "H", "H", "H", "H"], "coordinates": [[-1.80, -2.35, -2.90], [-1.54, -1.03, -1.59], [-1.31, -1.88, 0.05], [-0.05, 0.06, -2.04], [-0.27, 1.53, -1.68], [0.79, 2.46, -2.24], [2.05, 2.02, -2.01], [0.69, 3.69, -1.62], [0.56, 2.69, -3.72], [-0.47, 3.33, -4.28], [-1.95, 4.11, -3.56], [-2.55, 5.35, -4.30], [-0.26, 3.29, -5.76], [-0.82, 3.86, -6.64], [0.83, 2.46, -6.01], [1.46, 2.19, -4.82], [2.52, 1.66, -4.75], [-3.05, 0.10, -1.64], [-3.33, 0.93, -0.55], [-4.40, 1.82, -0.57], [-5.22, 1.90, -1.69], [-4.97, 1.07, -2.78], [-3.90, 0.18, -2.75], [-1.49, -2.03, -3.90], [-1.24, -3.25, -2.65], [-2.86, -2.63, -2.94], [-0.32, -2.34, 0.12], [-1.41, -1.24, 0.93], [-2.05, -2.68, 0.13], [0.17, -0.06, -3.11], [0.82, -0.30, -1.49], [-0.29, 1.65, -0.60], [-1.22, 1.89, -2.07], [-1.58, 4.34, -2.23], [-2.84, 3.02, -3.45], [-2.04, 5.60, -5.14], [-2.70, 0.89, 0.33], [-4.59, 2.47, 0.27], [-6.04, 2.60, -1.72], [-5.60, 1.11, -3.66], [-3.71, -0.45, -3.61], [3.92, -3.37, 3.18], [2.54, -2.91, 3.69], [2.73, -2.19, 5.04], [3.36, -0.79, 4.94], [3.03, -0.09, 3.61], [1.78, -0.63, 2.92], [1.95, -2.04, 2.66], [0.83, -2.58, 2.00], [1.65, 0.02, 1.56], [0.52, -0.27, 3.74], [1.69, -4.14, 3.94], [3.80, -3.90, 2.23], [4.42, -4.04, 3.89], [4.58, -2.52, 3.01], [1.75, -2.11, 5.52], [3.33, -2.83, 5.70], [2.99, -0.19, 5.78], [4.44, -0.85, 5.07], [2.93, 0.99, 3.78], [3.87, -0.20, 2.92], [2.48, -0.27, 0.91], [1.63, 1.12, 1.62], [0.72, -0.33, 1.10], [0.43, 0.82, 3.85], [0.53, -0.71, 4.74], [-0.36, -0.64, 3.22], [2.19, -4.77, 4.69], [1.56, -4.72, 3.03], [0.71, -3.87, 4.31]], "nbo_charge": [-1.115, 1.629, -1.140, -0.870, -0.457, 0.680, -0.312, -0.345, -0.074, -0.422, 1.341, -1.293, 0.765, -0.493, -0.496, 0.759, -0.468, -0.383, -0.220, -0.223, -0.224, -0.217, -0.243, 0.226, 0.248, 0.234, 0.316, 0.253, 0.234, 0.218, 0.270, 0.251, 0.210, -0.047, -0.056, 0.389, 0.217, 0.212, 0.211, 0.209, 0.209, -0.608, 0.110, -0.407, -0.406, -0.394, 0.107, -0.234, -0.865, -0.600, -0.645, -0.598, 0.214, 0.171, 0.194, 0.195, 0.192, 0.191, 0.192, 0.190, 0.200, 0.211, 0.172, 0.221, 0.179, 0.193, 0.227, 0.170, 0.231, 0.213], "charge": -1, "orbital_gap_ev": 1.97, "multiplicity": 1, "total_energy_ev": -59242.9276, "lumo_energy_ev": 0.1}

---

No. 2
{"formula": "C3H8NP", "method": "wB97M-V/def2-TZVPD", "species": ["C", "C", "C", "N", "P", "H", "H", "H", "H", "H", "H", "H", "H"], "coordinates": [[-0.61, -0.92, 0.83], [-0.24, 1.57, -0.11], [0.36, 0.11, 0.23], [1.60, -0.02, 0.29], [3.05, -0.35, 0.56], [-1.60, -0.61, 0.56], [-0.44, -1.92, 0.40], [-0.61, -1.10, 1.97], [0.41, 2.29, 0.55], [-1.31, 1.51, -0.01], [-0.06, 1.84, -1.16], [-0.10, -0.88, -2.18], [-0.46, -1.52, -1.93]], "nbo_charge": [-0.649, -0.643, 0.185, -0.747, 0.528, 0.214, 0.222, 0.224, 0.228, 0.218, 0.220, 0.006, -0.006], "de_lowest_kcal_mol": 54.2, "charge": 0, "orbital_gap_ev": 6.79, "multiplicity": 1, "total_energy_ev": -14016.4191, "lumo_energy_ev": -0.1}

---

No. 3
{"formula": "C7H13N2O", "method": "wB97M-V/def2-TZVPD", "species": ["C", "C", "C", "C", "C", "C", "C", "N", "N", "O", "H", "H", "H", "H", "H", "H", "H", "H", "H", "H", "H", "H", "H"], "coordinates": [[-1.26, -1.25, 1.71], [-2.09, -0.21, 1.11], [0.10, -1.33, 1.40], [-1.67, 0.56, 0.14], [0.77, -0.26, 0.77], [-0.21, 0.73, 0.11], [2.18, -0.35, 0.24], [0.42, 1.07, 1.40], [-0.04, 0.28, -2.98], [0.29, 1.56, -0.88], [-1.64, -1.98, 2.40], [-3.12, -0.53, 1.26], [0.65, -2.10, 1.84], [-2.39, 0.95, -0.54], [2.30, -1.06, -0.47], [2.81, -0.56, 1.04], [2.24, 0.68, -0.33], [-0.25, 0.88, 2.21], [1.16, 1.76, 1.24], [-1.01, -0.02, -3.26], [0.39, -0.68, -2.71], [0.40, 0.48, -3.91], [-0.03, 1.36, -1.79]], "nbo_charge": [-0.181, -0.230, -0.216, -0.207, 0.078, 0.394, -0.619, -0.556, -1.085, -0.734, 0.246, 0.245, 0.238, 0.259, 0.238, 0.239, 0.250, 0.472, 0.471, 0.386, 0.383, 0.401, 0.525], "de_lowest_kcal_mol": 78.2, "charge": 1, "orbital_gap_ev": 9.52, "multiplicity": 1, "total_energy_ev": -12488.6470, "lumo_energy_ev": -3.8}